1.
# C3H5NO2

A molecular structure, C3H5NO2 (the ωB97M-V functional and the def2-TZVPD basis, the Open Molecules 2025 dataset).

As for the molecular weight: 87.078 g/mol. The value obtained for the HOMO energy is -0.3771 hartree. The LUMO energy is 0.899 eV. The HOMO-LUMO gap comes out at 11.1594 eV. The multiplicity is 1.

```
11
C3H5NO2 the ωB97M-V functional and the def2-TZVPD basis
O -1.370 -1.397 0.843
C -0.602 -0.268 0.650
C 1.037 0.140 0.287
N 0.407 1.284 -0.421
C -0.651 0.396 -0.673
O -1.098 -0.033 -1.711
H -1.777 -1.671 0.003
H -0.737 0.372 1.518
H 1.617 0.396 1.175
H 1.645 -0.449 -0.420
H 0.846 1.628 -1.268
```

2.
# C3H5NO2

A molecular structure, C3H5NO2 at a distorted geometry (the ωB97M-V functional and the def2-TZVPD basis, the Open Molecules 2025 dataset).

As for the molecular weight: 87.078 g/mol. The value obtained for the HOMO energy is -0.3518 hartree. The LUMO energy is 0.465 eV. The HOMO-LUMO gap comes out at 10.0370 eV. The multiplicity is 1.

```
11
C3H5NO2 the ωB97M-V functional and the def2-TZVPD basis
O 1.981 -0.451 -0.896
C 1.682 -0.195 0.280
C 0.313 0.123 0.614
N -0.525 -0.172 -0.439
C -1.897 -0.037 -0.489
O -2.585 0.364 0.420
H 2.356 -0.278 1.142
H -0.142 0.322 1.583
H 1.308 1.128 0.469
H 0.032 -0.519 -1.223
H -2.311 -0.350 -1.465
```

3.
# C3H5NO2

2 unconnected molecules or ions with the total composition C3H5NO2 at a distorted geometry (the ωB97M-V functional and the def2-TZVPD basis, the Open Molecules 2025 dataset).

As for the molecular weight: 87.078 g/mol. The value obtained for the HOMO energy is -0.2858 hartree. The LUMO energy is 0.264 eV. The HOMO-LUMO gap comes out at 8.0417 eV. The multiplicity is 1.

```
11
C3H5NO2 the ωB97M-V functional and the def2-TZVPD basis
C -1.014 1.366 -0.036
N 0.061 0.391 -0.070
C -0.136 -0.905 0.212
O -1.176 -1.449 0.536
C 1.803 -1.760 -0.080
O 2.498 -0.864 -0.396
H -1.931 0.817 0.190
H -0.850 2.119 0.743
H -1.125 1.868 -1.003
H 1.003 0.672 -0.315
H 0.866 -2.255 0.219
```

4.
# C3H5NO2

A molecular structure, C3H5NO2 at a distorted geometry (the ωB97M-V functional and the def2-TZVPD basis, the Open Molecules 2025 dataset).

As for the molecular weight: 87.078 g/mol. The value obtained for the HOMO energy is -0.3659 hartree. The LUMO energy is 0.102 eV. The HOMO-LUMO gap comes out at 10.0580 eV. The multiplicity is 1.

```
11
C3H5NO2 the ωB97M-V functional and the def2-TZVPD basis
O -2.238 -0.688 -1.324
C -1.254 -0.501 -0.639
N -0.522 0.691 -0.702
C 0.741 0.530 -0.069
C 0.520 -0.262 1.151
O -0.682 -1.328 0.262
H -0.547 1.139 -1.604
H 1.356 -0.275 -0.513
H 1.360 1.432 -0.043
H -0.250 -0.238 1.885
H 1.516 -0.501 1.597
```

5.
# C3H5NO2

2 unconnected molecules or ions with the total composition C3H5NO2 at a distorted geometry (the ωB97M-V functional and the def2-TZVPD basis, the Open Molecules 2025 dataset).

As for the molecular weight: 87.078 g/mol. The value obtained for the HOMO energy is -0.3361 hartree. The LUMO energy is 0.884 eV. The HOMO-LUMO gap comes out at 10.0289 eV. The multiplicity is 1. As for the structure (SMILES): C=C=O.NC=O.

```
11
C3H5NO2 the ωB97M-V functional and the def2-TZVPD basis
C -1.755 0.158 -0.323
C -1.343 -1.057 -0.643
O -1.033 -2.107 -1.035
O 0.580 -1.013 1.088
C 1.443 -0.206 0.788
N 1.268 0.854 -0.032
H -1.524 0.564 0.652
H 0.363 0.985 -0.471
H -2.492 0.619 -0.968
H 2.471 -0.281 1.184
H 2.024 1.484 -0.240
```

6.
# C3H5NO2

A molecular structure, C3H5NO2 (the ωB97M-V functional and the def2-TZVPD basis, the Open Molecules 2025 dataset).

As for the molecular weight: 87.078 g/mol. The value obtained for the HOMO energy is -0.3498 hartree. The LUMO energy is 0.956 eV. The HOMO-LUMO gap comes out at 10.4750 eV. The multiplicity is 1.

```
11
C3H5NO2 the ωB97M-V functional and the def2-TZVPD basis
C 1.039 1.651 -0.435
N 1.258 0.496 0.416
C 0.370 -0.371 0.565
O -0.900 -0.265 -0.032
C -1.692 -1.332 -0.063
O -1.241 -2.462 0.357
H 1.820 1.663 -1.201
H 1.168 2.552 0.172
H 0.057 1.679 -0.919
H 0.502 -1.250 1.187
H -2.381 -2.362 -0.046
```

7.
# C3H5NO2

C3H5NO2 in the gas phase at a distorted geometry (the ωB97M-V functional and the def2-TZVPD basis, the Open Molecules 2025 dataset).

As for the molecular weight: 87.078 g/mol. The value obtained for the HOMO energy is -0.3695 hartree. The LUMO energy is 0.897 eV. The HOMO-LUMO gap comes out at 10.9515 eV. The multiplicity is 1. As for the structure (SMILES): O=C1COCN1.

```
11
C3H5NO2 the ωB97M-V functional and the def2-TZVPD basis
N 0.191 -1.063 -0.530
C -1.032 -0.269 -0.428
O -1.063 0.122 0.911
C 0.286 0.546 1.086
C 0.980 0.086 -0.216
O 1.916 0.537 -0.818
H 0.343 -1.437 -1.462
H -1.958 -0.742 -0.752
H 0.771 -0.066 1.849
H 0.309 1.605 1.357
H -0.744 0.681 -0.996
```

8.
# C3H5NO2

C3H5NO2 in the gas phase at a distorted geometry (the ωB97M-V functional and the def2-TZVPD basis, the Open Molecules 2025 dataset).

As for the molecular weight: 87.078 g/mol. The value obtained for the HOMO energy (alpha / beta) is -0.2460 / -0.2451 hartree. The LUMO energy (alpha / beta) is 0.604 / 0.599 eV. The HOMO-LUMO gap (alpha / beta) comes out at 7.2975 / 7.2692 eV. The multiplicity is 1.

```
11
C3H5NO2 the ωB97M-V functional and the def2-TZVPD basis
C -0.761 1.487 -0.035
C -1.112 -0.774 -0.128
C 1.188 0.125 0.361
N -1.513 0.441 -0.311
O 0.618 1.310 0.091
O 2.210 -0.241 -0.387
H -0.974 2.482 -0.023
H -1.360 -1.639 -0.750
H -0.785 -1.031 0.853
H 1.037 -0.564 1.163
H 2.495 0.562 -1.049
```